{"formula": "C59H72HgN7O4P2S2", "method": "ωB97M-V/def2-TZVPD", "symbols": ["Hg", "S", "S", "P", "P", "O", "O", "O", "O", "N", "N", "N", "N", "N", "N", "N", "C", "C", "C", "C", "C", "C", "C", "C", "C", "C", "C", "C", "C", "C", "C", "C", "C", "C", "C", "C", "C", "C", "C", "C", "C", "C", "C", "C", "C", "C", "C", "C", "C", "C", "C", "C", "C", "C", "C", "C", "C", "C", "C", "C", "C", "C", "C", "C", "C", "C", "C", "C", "C", "C", "C", "C", "C", "C", "C", "H", "H", "H", "H", "H", "H", "H", "H", "H", "H", "H", "H", "H", "H", "H", "H", "H", "H", "H", "H", "H", "H", "H", "H", "H", "H", "H", "H", "H", "H", "H", "H", "H", "H", "H", "H", "H", "H", "H", "H", "H", "H", "H", "H", "H", "H", "H", "H", "H", "H", "H", "H", "H", "H", "H", "H", "H", "H", "H", "H", "H", "H", "H", "H", "H", "H", "H", "H", "H", "H", "H", "H"], "positions_angstrom": [[-0.2391, 0.0340, 0.4316], [1.4210, 0.5624, -2.6842], [0.3845, 0.8345, 2.9695], [-1.4168, -2.7235, -1.6356], [-3.2750, 0.5641, 1.9505], [2.9306, 0.9661, 0.2189], [2.2209, -3.3711, 1.2956], [6.3765, -1.7251, 1.7826], [0.3166, 0.0349, -3.5428], [2.4106, -1.1323, 0.8781], [-1.5423, 2.2863, -1.2033], [0.3349, 2.7678, 0.6344], [1.9456, 2.8155, 3.7172], [-2.0136, -2.0195, 1.3307], [1.1012, 3.1677, 1.6687], [4.2882, -2.4983, 1.4172], [-1.3923, -0.5690, 6.8460], [-2.3359, -0.2052, 4.5356], [3.7726, 3.6402, -3.8534], [-2.7613, -1.0568, -3.4267], [1.2519, 4.7079, -0.5431], [-5.8905, 0.7567, 0.9943], [2.8795, -2.3430, 1.2104], [-2.7498, -4.2600, 1.9541], [3.6130, -0.6104, 3.9156], [2.4730, -1.7663, -1.8862], [-5.7390, -0.3775, 3.2438], [-2.6323, -6.1193, 0.4203], [-1.0437, -3.9240, -3.0448], [3.4644, 5.6685, -0.4091], [3.8645, -0.6561, -3.5145], [2.7243, -0.6858, -2.7236], [-1.9814, -3.8542, -0.2981], [1.6115, 7.0481, -1.0527], [-4.3962, 2.5653, 3.8256], [4.3625, 0.3493, 2.9989], [-2.9552, -5.5904, 1.6662], [2.3481, 3.0689, -5.7103], [-0.1793, -3.2492, -4.1162], [-0.5916, 3.1799, -1.4973], [-5.0235, -0.0922, 1.9248], [-1.5604, -0.9558, 5.4008], [5.1910, -1.5009, 1.5740], [-2.2323, -4.5919, -3.7484], [2.2388, 1.8122, -3.6822], [2.9664, 6.9091, -0.7966], [-3.0360, -2.0407, -2.2757], [-3.2330, 3.3244, 1.7446], [4.7589, -1.7167, -3.4619], [-1.4119, 3.3721, -3.7419], [-2.4962, -0.5299, 3.1863], [3.3724, -2.8213, -1.8372], [-1.0288, -2.4070, 3.5416], [-2.4049, 1.9294, -2.1430], [4.6019, -0.1056, 1.5309], [-0.8855, -2.0562, 4.8642], [-3.8322, -1.3808, -1.1604], [5.9310, 0.5637, -0.5572], [3.2437, -0.0769, 0.8004], [1.7893, 2.0346, -4.9708], [-0.4939, 3.7390, -2.7752], [5.5972, 0.8673, 0.8969], [3.2240, 2.6046, -3.1122], [1.1375, 2.3375, 2.6938], [-2.1688, -5.2173, -0.5276], [-2.7958, -7.5816, 0.0964], [-2.3991, 2.4511, -3.4278], [-3.3031, 2.2267, 2.8107], [3.3335, 3.8730, -5.1520], [-1.8817, -1.6922, 2.6693], [4.5171, -2.7945, -2.6210], [2.6183, 4.5808, -0.2798], [-2.1959, -3.3333, 1.0220], [0.3469, 3.5301, -0.4062], [0.7640, 5.9528, -0.9254], [-3.5189, -0.2667, -3.4447], [-4.7198, -0.8893, -1.5760], [-3.1426, -8.1344, 0.9723], [-2.7344, -3.8773, -4.4052], [-4.5213, 1.8113, 4.6015], [-0.2049, -2.6247, 5.4926], [-3.2376, -0.6403, -0.6203], [-5.3946, 0.9312, 0.0378], [4.0660, 0.1805, -4.1694], [-1.3402, 3.7879, -4.7405], [-3.3744, -6.2364, 2.4343], [-3.5225, -7.7486, -0.7054], [2.6170, -0.8370, 3.5364], [4.1610, -1.5446, 4.0604], [3.6312, 7.7594, -0.8943], [1.2077, 8.0088, -1.3503], [3.8229, 1.2979, 2.9465], [-3.6229, -2.8859, -2.6466], [5.3526, 0.5522, 3.4208], [-4.1717, 3.3872, 1.1837], [-6.1052, 1.7325, 1.4393], [5.0340, 0.5993, -1.1750], [-2.4305, 3.1264, 1.0325], [1.7103, 2.4572, 4.6286], [-1.7335, -1.3602, 7.5205], [3.7544, 4.6906, -5.7249], [-1.9206, -5.6215, -1.5005], [-3.1316, 2.1284, -4.1559], [0.9989, 1.4023, -5.3564], [4.6024, -3.4475, 1.5480], [-6.8495, 0.2665, 0.7963], [0.8155, -3.0107, -3.7529], [6.5100, 0.8357, 1.4961], [-5.0693, -0.8416, 3.9695], [3.4838, -0.1444, 4.8952], [-2.7921, 0.6989, 4.9229], [-4.8539, -1.0569, 1.4374], [-4.1544, -2.1196, -0.4272], [-1.8712, -5.4099, -4.3816], [-0.4538, -3.2280, 3.1299], [-0.4405, -4.6998, -2.5627], [-0.2962, 6.0692, -1.1200], [5.6542, -1.6898, -4.0714], [-1.8531, -8.0349, -0.2242], [-2.9815, -4.9976, -3.0700], [3.5437, 2.4086, -2.0944], [-1.9650, 0.3319, 7.0750], [-2.3344, 2.2182, 3.3241], [2.9997, 3.6178, 0.0379], [5.1653, 1.8664, 0.9801], [-3.1341, 1.1824, -1.8450], [3.1754, -3.6487, -1.1666], [-5.3621, 2.6920, 3.3295], [0.3108, 4.4229, -3.0107], [2.0996, 3.8122, 3.6595], [5.2279, -3.6105, -2.5690], [-4.1611, 3.5166, 4.3166], [4.5271, 4.2770, -3.4095], [-2.7862, -1.5540, -4.3995], [-3.0219, -3.8987, 2.9365], [-0.6158, -2.3112, -4.4584], [-6.5749, -1.0647, 3.0724], [1.5831, -1.7775, -1.2675], [-0.3446, -0.3670, 7.0868], [4.5212, 5.5489, -0.1996], [-0.0760, -3.9130, -4.9826], [-3.0554, 4.2999, 2.2106], [2.0023, 3.2572, -6.7200], [6.6451, 1.2919, -0.9513], [-6.1509, 0.5311, 3.6864], [-1.7860, -0.5727, -3.3294], [6.3786, -0.4275, -0.6569]], "forces_ev_per_a": [[0.0002, -0.1574, 0.1128], [-0.1463, -0.1791, -0.2083], [-0.0347, 0.0802, -0.1392], [0.0457, -0.0878, 0.0471], [0.0540, 0.0222, 0.0699], [-0.0063, -0.0356, -0.0054], [0.0077, 0.0012, -0.0633], [-0.0253, -0.0026, 0.0298], [0.1534, 0.1424, -0.0557], [0.0959, 0.0797, 0.0311], [-0.0843, -0.0208, 0.0102], [-0.0210, 0.2906, 0.1037], [-0.0834, 0.0265, 0.0565], [-0.0106, -0.2089, 0.1270], [0.0235, -0.1228, 0.0483], [-0.0232, 0.0520, -0.0167], [0.0016, 0.0061, -0.0004], [0.0098, 0.0280, 0.0120], [-0.0290, -0.0104, 0.0069], [-0.0073, -0.0456, -0.0136], [-0.0257, -0.0370, -0.0333], [-0.0190, -0.0045, -0.0014], [0.0190, 0.0173, 0.1337], [0.0334, 0.0334, 0.0338], [0.0124, -0.0317, -0.0274], [-0.0855, -0.0267, -0.1143], [-0.0075, -0.0094, 0.0197], [-0.0003, 0.0246, 0.0389], [-0.0308, -0.0130, 0.0085], [0.0065, 0.0292, -0.0199], [0.0009, -0.0242, -0.0769], [-0.0423, -0.0196, 0.1306], [-0.0521, 0.0107, -0.0708], [-0.0177, -0.0208, 0.0045], [0.0086, 0.0195, -0.0006], [0.0223, 0.0369, -0.0186], [0.0085, -0.0345, -0.0159], [-0.0141, 0.0201, -0.0087], [-0.0016, 0.0061, 0.0178], [0.0447, -0.0262, -0.0340], [-0.0389, 0.0210, -0.0571], [-0.0421, -0.0526, -0.0222], [0.0278, 0.0350, 0.0052], [-0.0045, 0.0042, -0.0289], [0.0181, 0.0294, 0.1178], [0.0130, -0.0234, -0.0002], [0.0012, 0.0342, -0.0353], [0.0456, -0.0185, -0.0056], [0.0208, 0.0544, -0.0093], [-0.0515, -0.0624, -0.0615], [-0.0281, -0.1202, -0.0392], [0.0163, -0.0722, -0.0634], [-0.0365, -0.0176, -0.0098], [-0.0026, 0.0469, 0.0900], [-0.0074, -0.0838, -0.0106], [0.0096, 0.0168, 0.0238], [0.0074, 0.0449, 0.0670], [-0.0082, -0.0190, -0.0090], [-0.0220, 0.0633, 0.0576], [-0.0050, 0.0146, -0.0048], [0.1262, -0.0362, 0.0085], [0.0256, -0.0109, -0.0130], [0.0130, 0.0359, 0.0592], [0.0340, 0.2302, -0.0882], [0.0931, 0.0062, -0.0183], [-0.0080, 0.0045, 0.0046], [0.0378, 0.0962, -0.0220], [0.0089, 0.0072, 0.0655], [0.0060, -0.0034, -0.0046], [0.0663, 0.0565, -0.0781], [-0.0286, 0.0078, 0.0268], [-0.0044, -0.0815, -0.0036], [-0.1609, 0.1442, -0.0504], [0.1108, -0.0928, 0.0482], [-0.0266, 0.0687, 0.0073], [-0.0644, -0.1278, -0.0669], [-0.0313, -0.0155, -0.0132], [-0.0017, 0.0002, 0.0003], [0.0057, 0.0062, -0.0120], [0.0271, -0.0164, -0.0058], [-0.0014, 0.0004, -0.0002], [-0.0300, -0.0075, 0.0025], [0.0170, -0.0119, -0.0060], [-0.0128, 0.0361, -0.0004], [-0.0023, 0.0000, -0.0015], [0.0012, -0.0028, 0.0008], [0.0022, -0.0011, -0.0037], [0.0064, 0.0016, -0.0037], [0.0159, -0.0024, 0.0013], [0.0014, -0.0004, 0.0000], [0.0020, 0.0025, 0.0039], [0.0242, -0.0202, 0.0155], [-0.0496, 0.0711, 0.0249], [-0.0029, 0.0136, 0.0019], [-0.0025, -0.0065, -0.0139], [-0.0033, -0.0096, -0.0016], [-0.0081, -0.0173, -0.0243], [-0.0121, -0.0047, 0.0145], [0.0324, -0.0312, -0.0148], [0.0008, 0.0004, 0.0035], [0.0007, -0.0008, -0.0034], [-0.0342, -0.0068, 0.0305], [0.0218, -0.0170, -0.0115], [-0.0161, -0.0001, 0.0003], [-0.0054, -0.0067, 0.0322], [-0.0002, 0.0002, 0.0054], [0.1215, 0.0493, 0.1080], [-0.0038, 0.0190, 0.0033], [0.0094, -0.0010, -0.0103], [-0.0048, -0.0028, 0.0034], [-0.0192, -0.0058, -0.0025], [0.0347, -0.0448, -0.0399], [-0.0063, -0.0001, 0.0320], [-0.0018, -0.0017, -0.0065], [-0.0168, -0.0176, -0.0007], [0.0359, 0.0016, -0.0507], [0.0086, -0.0088, -0.0037], [0.0017, -0.0040, -0.0030], [0.0035, -0.0058, 0.0014], [0.0045, 0.0290, 0.0029], [-0.0150, 0.0151, 0.0573], [0.0042, 0.0013, 0.0012], [0.0024, 0.0045, -0.0176], [-0.0169, -0.0289, -0.0170], [0.0061, 0.0041, 0.0019], [0.0209, 0.1026, 0.0028], [-0.0167, 0.0020, -0.0191], [-0.0008, -0.0115, 0.0082], [-0.0087, 0.0049, -0.0031], [0.0054, -0.0058, 0.0037], [0.0001, -0.0043, -0.0031], [-0.0072, 0.0057, -0.0054], [0.0081, 0.0035, 0.0071], [0.0409, -0.0318, -0.0078], [0.0267, 0.0310, 0.0244], [0.0011, -0.0170, -0.0206], [-0.0098, 0.0076, -0.0006], [-0.0079, -0.0495, -0.0627], [0.0051, 0.0031, -0.0141], [0.0019, 0.0056, -0.0046], [0.0273, -0.0053, 0.0123], [-0.0197, 0.0077, 0.0024], [0.0073, 0.0004, 0.0001], [-0.0042, -0.0022, -0.0077], [0.0127, -0.0081, 0.0001], [-0.0946, 0.0052, 0.0163], [-0.0025, -0.0078, -0.0076]], "orbital_gap_ev": [4.706, 5.207], "e_tot_ha": -4608.31513, "charge": -2, "spin_multiplicity": 2, "max_force_ev_per_a": 0.311, "homo_energy_ha": [-0.0304, -0.0489], "relative_energy_kj_mol": 78.1, "s_squared": 0.755}